Entry from the OMol25 dataset: a structure of composition C25H24BI2InN4O2 (the ωB97M-V functional and the def2-TZVPD basis).

The geometry in XYZ format:
```
59
Properties=species:S:1:pos:R:3:forces:R:3:lowdin_charge:R:1
C 1.835 -4.107 -0.097 0.00 0.04 0.01 -0.0042
C 0.871 1.994 2.305 0.05 -0.06 -0.08 -0.1114
H -3.667 -1.004 2.310 -0.03 0.03 -0.03 0.1503
O 1.523 -0.240 -2.468 -0.08 0.36 0.38 0.0966
H 2.229 -2.034 -0.512 0.01 0.02 -0.02 0.1182
H -0.402 0.163 5.388 0.01 0.01 0.01 0.1336
H -2.738 0.480 2.459 0.05 0.02 -0.03 0.1482
C 5.077 1.491 -3.554 -0.04 0.02 0.05 -0.0543
O 2.441 1.264 -0.989 -0.37 -0.11 -0.10 0.1155
C -4.968 0.717 -1.135 -0.02 0.00 -0.04 0.0089
C 1.526 -2.760 -0.125 -0.02 -0.01 -0.01 -0.0726
H 4.881 2.495 -1.638 0.00 0.00 0.00 0.1284
N -2.361 0.125 -0.477 -0.45 0.30 -0.23 0.0008
H -5.995 0.943 -1.390 0.01 0.01 0.01 0.1328
H -4.181 1.116 -3.109 -0.01 0.00 0.01 0.1302
C 3.270 1.144 -2.102 0.11 0.21 0.20 -0.2052
C 1.136 2.544 3.542 0.01 0.01 -0.01 -0.0046
N 0.186 0.848 2.164 0.01 0.10 0.31 0.0288
H 5.031 0.385 -5.386 0.00 0.00 0.00 0.1147
H -0.104 -1.901 2.965 0.02 -0.01 0.03 0.1455
I -1.239 3.782 -0.310 -0.04 -0.14 0.03 0.8292
H 0.847 2.303 5.657 -0.01 0.00 0.00 0.1319
N -1.621 -1.152 1.755 -0.26 -0.02 0.09 -0.2307
H -2.534 -2.454 0.407 -0.01 -0.03 -0.01 0.1441
C 0.892 -4.991 0.401 0.00 -0.05 0.01 -0.0012
C -0.033 0.704 4.527 0.03 -0.05 0.02 0.0209
C -0.321 -4.502 0.866 0.03 0.01 0.00 0.0191
H 2.871 -0.762 -4.884 0.00 -0.01 0.01 0.1287
C 0.666 1.894 4.672 0.00 0.01 0.00 0.0046
C 4.518 0.587 -4.456 -0.03 -0.02 0.01 -0.0551
In -0.273 -0.018 0.146 0.66 -0.42 0.05 0.9652
C -0.890 -1.145 3.028 -0.09 0.05 -0.04 -0.0887
H 1.100 -6.052 0.436 0.00 0.00 0.00 0.1302
C -3.325 0.025 0.449 0.06 -0.05 0.07 -0.2391
H -1.076 -5.165 1.268 0.01 -0.01 0.00 0.1325
H 0.518 4.939 -1.911 -0.01 0.03 0.00 -0.0304
C 3.314 -0.063 -4.189 0.10 0.07 -0.01 0.0244
C -1.852 -2.521 1.258 0.06 0.10 0.04 -0.0878
C -0.432 4.478 -2.150 0.03 0.24 0.06 -1.1395
I -0.099 3.051 -3.655 0.03 -0.25 -0.02 0.8866
H -5.401 0.211 0.915 -0.01 0.02 -0.01 0.1358
H 1.698 3.464 3.609 -0.01 0.00 0.01 0.1287
C -0.240 0.198 3.260 -0.03 0.00 -0.10 -0.2362
C -0.553 -3.143 0.805 -0.02 0.12 0.01 -0.2486
C -2.676 0.519 -1.724 0.03 -0.07 0.03 -0.1194
H -1.535 -1.421 3.868 -0.02 0.06 0.01 0.1504
C 2.718 0.249 -2.988 -0.10 -0.20 -0.17 -0.2164
C -2.886 -0.404 1.833 0.08 -0.11 -0.05 -0.0839
H 6.012 1.975 -3.802 0.01 -0.01 0.00 0.1147
H -1.859 0.592 -2.430 0.05 0.03 0.00 0.0860
N 0.356 -2.286 0.317 -0.14 -0.13 -0.01 0.0394
B 1.368 0.440 -1.268 0.28 0.02 -0.37 -0.6749
H 1.221 2.460 1.393 -0.03 0.01 -0.02 0.0910
C -4.642 0.314 0.151 -0.01 -0.06 0.03 0.0245
H 2.794 -4.446 -0.460 -0.01 -0.01 0.00 0.1271
H -1.138 5.206 -2.526 0.01 0.03 0.00 -0.0333
C -3.969 0.814 -2.093 -0.01 0.00 0.01 -0.0059
C 4.458 1.793 -2.343 0.05 -0.05 -0.15 0.0261
H -2.346 -3.135 2.017 0.07 -0.04 0.01 0.1496
```
Forces are in eV/Å.

Summary:
Molar mass ... 791.9 g/mol
Calculated total energy ... -2146.5938 Eh
HOMO ... -13.39 eV
Net charge ... +2

---

Entry from the OMol25 dataset: the molecule C25H24BN3O3 (the ωB97M-V functional and the def2-TZVPD basis).

The geometry in XYZ format:
```
56
Properties=species:S:1:pos:R:3:forces:R:3:lowdin_charge:R:1
C -0.758 -1.885 -5.238 -1.08 0.87 0.39 -0.0646
C -0.189 0.516 0.646 -1.68 -1.55 -2.12 0.0579
H 1.607 0.764 -2.508 -0.53 -0.13 1.24 0.1158
N -5.913 -0.662 -1.338 1.68 0.40 2.03 0.1029
H -2.976 -2.847 -3.882 0.91 0.93 1.01 0.1242
H 1.458 1.999 -1.188 0.16 -1.48 -0.33 0.1022
H 7.165 2.010 0.769 -1.43 0.11 0.56 0.0791
H 2.178 3.577 1.606 -1.37 0.16 -0.30 0.1024
C 5.519 -0.374 0.650 -3.34 0.73 -1.59 -0.0406
C -1.489 -0.112 1.209 0.03 -0.62 -3.41 -0.0865
C 0.201 0.250 -0.774 -1.57 -0.73 1.55 -0.0521
C 1.510 0.875 -1.391 0.43 0.37 0.70 -0.1108
C -1.949 -1.233 -1.170 0.55 1.04 2.45 -0.1282
H -0.709 -2.468 -7.477 0.03 1.25 1.57 0.0582
H 1.730 -0.076 2.142 0.66 0.74 -0.23 0.1132
H -4.140 -2.312 0.203 0.86 0.81 0.58 0.0994
H -6.142 -1.639 -1.552 0.12 0.58 -0.04 0.0932
C 5.123 1.081 0.459 -1.02 -1.57 -0.63 -0.2180
C -6.002 -0.446 0.110 -2.38 0.31 0.42 -0.4473
H 3.578 2.520 -0.314 0.25 -1.61 0.03 0.1054
C -0.375 -1.753 4.139 -1.11 0.48 0.05 0.0816
H 0.746 4.774 1.474 0.34 -1.53 0.13 0.1077
H -4.213 0.631 0.875 -0.80 -1.09 0.30 0.1293
H -2.958 -0.168 2.958 1.19 0.35 -0.47 0.0973
H 6.470 -0.691 1.174 -1.31 0.58 -0.75 0.1003
O 0.222 2.761 2.052 1.66 -1.03 -1.15 -0.0303
C -2.355 -2.205 -3.179 0.04 0.20 0.33 -0.0464
H 0.930 3.470 0.213 0.48 0.50 1.25 0.0878
H -1.759 1.196 3.063 0.02 -1.11 -0.56 0.1233
C 2.854 0.366 -0.736 2.82 -0.29 1.64 -0.1757
H 2.578 -1.890 -0.912 0.84 1.01 0.49 0.1001
C 3.829 1.415 -0.223 0.80 -2.30 0.45 -0.0075
H -5.134 -0.384 2.136 0.26 0.28 -1.59 0.1234
H -3.445 -2.056 1.861 -0.36 0.76 -1.15 0.1174
H 5.905 2.446 2.101 0.35 -0.52 -1.28 0.0808
O -7.131 -0.288 0.581 2.29 -0.56 -0.52 0.0396
H 4.806 -2.505 0.292 -0.32 1.51 -0.27 0.0894
C -1.093 -1.592 -3.748 0.40 -0.04 0.26 -0.2095
C 4.561 -1.410 0.141 -0.62 2.26 -0.21 -0.0732
C -3.678 -1.535 0.878 0.44 0.38 -0.46 -0.1445
B 0.670 1.452 1.672 0.70 -0.23 0.46 -0.5615
N -2.830 -2.060 -1.892 3.81 1.61 -2.67 0.0969
C 6.073 2.239 0.997 -0.43 0.11 -0.67 -0.0902
H -0.035 -2.632 4.751 -0.30 1.66 -1.15 0.0543
C 1.083 3.698 1.322 -0.15 0.34 -0.70 -0.0635
H 5.865 3.232 0.470 0.07 -1.42 0.57 0.0749
C -0.671 -0.637 -1.684 0.04 0.58 0.89 -0.1130
C -0.986 -0.837 3.594 -0.30 -0.52 -0.39 -0.0987
C -4.746 -0.357 1.064 0.20 -0.12 0.07 -0.1077
C -2.320 -0.934 0.295 0.96 0.41 0.70 -0.0655
C -0.745 -1.977 -6.466 0.10 -1.46 1.32 0.0854
H -4.929 -0.450 -1.571 -0.64 -0.73 -0.37 0.0618
C 3.249 -1.063 -0.547 1.71 2.12 0.92 -0.0314
C -1.896 0.128 2.724 1.38 -1.30 0.46 -0.1088
N -0.226 -0.821 -3.003 -3.27 -1.81 0.37 0.1403
O 1.879 0.897 2.168 -2.56 0.30 -0.18 0.1299
```
Forces are in eV/Å.

Summary:
Molar mass ... 425.3 g/mol
Calculated total energy ... -1381.6297 Eh
HOMO ... -8.58 eV

---

Entry from the OMol25 dataset: the molecule C25H24F2N6O3 (the ωB97M-V functional and the def2-TZVPD basis).

The geometry in XYZ format:
```
60
Properties=species:S:1:pos:R:3:forces:R:3:lowdin_charge:R:1
H -4.786 -4.165 0.601 -0.08 -0.02 -0.12 0.0847
F 1.532 0.068 -1.510 0.03 0.13 0.27 0.0873
F 6.261 2.608 -4.815 -0.11 0.01 0.08 0.0573
H -2.018 -0.949 -1.205 0.13 -0.12 0.20 0.1686
C 3.053 3.112 -2.323 0.34 -0.08 -0.31 -0.1804
C -3.833 -2.788 1.973 -0.12 0.04 0.25 -0.5838
C 5.404 3.359 -2.754 0.13 -0.09 -0.24 -0.0017
N 0.052 3.182 -0.579 0.74 0.43 -0.19 -0.1976
H 1.888 2.200 -3.865 -0.09 -0.05 -0.06 0.1143
C -1.331 2.918 -0.358 -0.91 -0.13 -0.02 -0.0053
H 1.600 1.530 3.459 0.00 0.04 0.11 0.1059
C 5.203 2.775 -3.994 -0.08 0.02 0.10 -0.2732
C 0.374 1.064 1.778 0.09 -0.14 -0.10 -0.0071
H 3.843 1.900 -5.389 0.02 -0.04 -0.10 0.1185
C 2.774 1.003 1.750 -0.07 -0.07 0.01 -0.0699
C -0.344 -1.911 -0.309 -0.16 -0.26 -0.93 -0.2583
O -2.834 1.221 -1.096 -0.29 0.07 0.04 0.0912
H 1.806 -3.500 1.386 0.04 0.02 0.18 0.1236
H -4.728 -0.862 2.339 -0.03 0.08 0.04 0.0771
H 6.395 3.671 -2.464 0.10 0.02 0.00 0.1181
H -4.930 -4.614 2.299 -0.06 -0.04 0.07 0.0873
C 1.136 -3.514 -0.736 0.13 0.02 0.47 -0.0466
H 3.719 1.139 2.253 0.10 0.02 0.05 0.1068
C 1.586 1.226 2.424 0.01 0.01 0.09 -0.0684
H -2.201 -3.474 3.218 0.08 -0.09 0.00 0.0855
C 4.320 3.525 -1.916 -0.24 -0.09 -0.11 -0.0196
C 2.874 2.524 -3.574 0.12 0.11 0.22 -0.0165
N 0.844 3.684 0.339 -0.59 0.27 0.75 0.0848
C -1.757 1.461 -0.598 0.32 0.48 -0.10 -0.4179
N 0.676 2.913 -1.701 0.31 -0.10 -0.59 0.2011
C -4.262 -4.192 1.554 0.11 0.25 0.03 -0.0405
O 0.302 -2.194 0.847 -0.23 0.17 0.27 0.0569
H -5.578 -1.826 1.129 -0.08 -0.01 -0.10 0.0875
C 3.954 2.353 -4.417 0.23 0.02 -0.07 0.0007
C 1.546 0.449 -0.215 -0.03 0.02 0.00 -0.2287
N -2.933 -2.282 0.931 -0.26 -0.37 -0.03 0.1373
H -5.729 -2.229 2.845 -0.11 -0.06 0.10 0.0847
C -2.336 -1.083 0.940 0.19 -0.17 -0.67 -0.4128
N -0.888 0.488 -0.242 0.16 -0.60 -0.06 0.0638
H -2.751 -2.898 0.154 0.11 0.08 -0.01 0.1462
C -1.413 -0.876 -0.294 0.03 0.23 0.20 -0.0898
N 2.020 3.746 -0.167 0.58 0.15 -0.10 0.1066
O -2.458 -0.231 1.791 -0.10 0.25 0.33 0.0896
H -2.755 -1.836 3.579 0.03 0.05 0.07 0.0773
H -1.551 3.187 0.678 0.05 0.00 -0.14 0.1425
H 3.670 0.432 -0.128 0.10 -0.02 -0.08 0.1237
C -5.049 -1.866 2.079 0.16 -0.06 0.00 -0.0296
H -3.397 -4.846 1.461 0.10 -0.10 -0.01 0.0848
H -0.187 -2.695 -2.336 -0.12 0.08 -0.23 0.1177
H -0.562 1.213 2.293 -0.09 -0.01 0.02 0.1175
C 2.760 0.608 0.424 -0.10 -0.12 -0.15 -0.0058
C 1.929 3.265 -1.426 -1.03 -0.03 0.24 -0.3187
C -3.078 -2.836 3.304 -0.07 0.05 -0.15 -0.0286
H -1.942 3.530 -1.030 0.11 -0.13 0.15 0.1398
C 1.195 -3.158 0.575 0.33 -0.46 -0.49 -0.0984
H 4.434 3.972 -0.941 0.05 0.05 0.08 0.1114
H 1.730 -4.253 -1.233 0.17 -0.18 -0.03 0.1018
H -3.722 -3.226 4.086 -0.09 -0.07 0.11 0.0847
C 0.129 -2.703 -1.314 -0.34 0.42 0.49 -0.0080
C 0.340 0.685 0.442 0.28 0.09 0.16 -0.1796
```
Forces are in eV/Å.

Summary:
Molar mass ... 494.5 g/mol
Calculated total energy ... -1721.0643 Eh
HOMO ... -8.78 eV

---

Entry from the OMol25 dataset: a structure of composition C25H24IMnN6O2P (the ωB97M-V functional and the def2-TZVPD basis).

The geometry in XYZ format:
```
60
Properties=species:S:1:pos:R:3:forces:R:3:mulliken_spin:R:1
I 5.348 6.958 0.402 -0.72 -0.46 -0.39 0.0000
H -0.526 -1.630 5.566 0.37 0.00 -0.02 -0.0001
H -5.766 0.989 1.846 -0.40 -0.44 -0.26 0.0000
H -1.200 -2.811 4.375 0.06 0.90 0.43 0.0002
H -3.900 -4.406 0.490 -0.83 0.43 -0.10 0.0003
C -4.951 0.293 2.003 1.37 0.74 0.62 -0.0004
H 0.601 4.944 -0.574 -0.62 0.14 -0.21 -0.0005
C 2.548 5.792 -0.443 0.65 1.07 1.19 -0.0005
C -2.499 1.895 -0.120 1.27 -2.36 0.54 0.0188
H 2.362 0.400 -5.284 -0.45 0.00 1.29 -0.0012
C 1.152 -0.799 3.511 -1.77 -2.07 -0.41 -0.0015
H 3.903 2.120 -0.669 -0.94 0.53 0.16 0.0005
H 2.210 6.833 -0.482 -0.03 -0.43 0.05 -0.0001
C -2.869 -4.589 0.681 0.31 -3.17 0.16 -0.0002
C 2.135 -2.013 -2.217 -0.64 2.14 -1.06 0.0534
C 2.055 3.428 -0.533 -0.43 -0.75 -2.02 -0.0155
H 2.420 -0.195 1.836 -0.83 -0.79 -0.08 0.0028
H 5.323 3.905 0.002 -0.13 0.05 -0.41 -0.0001
C 4.286 4.127 -0.251 1.47 3.00 1.05 0.0001
C -3.701 1.877 0.477 -0.68 -1.34 0.65 -0.0032
H -0.381 -2.885 -2.755 0.49 0.25 -0.72 -0.0076
H -4.431 2.662 0.544 -0.20 -0.06 0.11 0.0001
C 1.219 -0.896 -2.288 0.46 -1.18 0.21 -0.4066
P -2.322 -1.589 1.564 -0.09 -1.30 1.48 -0.0027
H 4.030 -2.709 -2.987 -0.39 -0.64 -0.15 -0.0022
H 2.097 -2.780 -1.487 -0.19 -0.33 0.98 0.0036
C -2.776 -0.132 0.733 0.22 3.41 -0.61 -0.0034
O 1.108 1.297 -0.495 -0.53 -1.47 -0.41 -0.0297
C 3.885 5.531 -0.168 0.09 -2.48 -0.44 0.0003
N -2.007 -3.807 -0.143 0.11 1.67 -0.99 0.0092
C 0.950 2.468 -1.006 -1.14 1.68 0.76 0.0052
H 0.433 0.737 -3.580 1.41 -1.09 0.53 -0.0097
C -0.910 -3.012 -1.854 0.97 1.59 0.53 0.0189
Mn -0.016 -0.308 -0.673 1.43 1.60 -1.08 4.3261
C 3.153 -2.099 -3.167 0.44 1.06 0.35 -0.0257
H -2.632 -4.437 1.728 -0.07 0.07 0.09 0.0005
N -0.214 -1.170 3.512 0.19 0.45 -1.13 0.0059
H -5.163 -0.760 2.012 -0.58 -0.24 -0.27 0.0002
H -4.534 0.546 2.989 -0.21 -0.13 -0.08 0.0003
H -2.006 2.701 -0.591 0.51 0.43 -0.60 0.0017
N 0.335 -0.766 1.398 0.48 -0.10 1.43 0.0145
C 1.476 -0.651 2.196 -0.20 1.68 -0.71 0.0121
H -2.741 -5.717 0.477 0.12 1.81 0.20 -0.0001
O -0.057 2.895 -1.628 2.03 -1.39 0.90 0.0051
N -3.898 0.597 1.028 0.80 1.03 -0.85 0.0067
H 1.790 -1.035 4.354 -0.26 0.59 0.04 0.0007
C 1.640 4.738 -0.484 0.88 0.45 -0.35 0.0001
N -0.966 -2.014 -0.900 -2.23 -1.02 0.52 -0.0551
H -1.947 -1.173 4.666 -0.01 -0.27 0.00 0.0002
C -0.691 -1.078 2.201 2.52 -0.26 1.07 -0.0160
H 4.095 -1.213 -4.875 -0.24 0.10 0.05 0.0009
C -1.492 -4.114 -1.417 -1.31 -2.01 1.65 -0.0020
H -1.526 -5.125 -1.874 -0.22 0.98 0.60 -0.0001
C 3.435 3.114 -0.519 -1.01 -0.82 0.16 0.0005
N -1.865 0.625 0.062 -2.48 0.89 -0.01 0.0352
C 3.254 -1.153 -4.188 -0.22 -0.14 0.44 0.0296
C 2.285 -0.160 -4.318 0.50 -0.44 -1.79 -0.0316
C -1.010 -1.732 4.604 -0.36 -0.46 -0.51 0.0003
C -1.781 -2.466 0.110 2.38 -2.19 -2.51 0.0431
C 1.250 -0.049 -3.398 -1.09 1.10 -0.06 0.0185
```
Forces are in eV/Å.

Summary:
Molar mass ... 653.3 g/mol
Multiplicity ... 5
Calculated total energy ... -3235.9160 Eh
HOMO (alpha / beta) ... -10.14 / -10.15 eV
Net charge ... +1